12
Properties=species:S:1:pos:R:3:forces:R:3:nbo_charge:R:1 method="wB97M-V/def2-TZVPD" total_energy_ha=-2763.8396 lumo_energy_ev="-1.6 / -1.6"
C -0.013225 -1.759774 0.000962 1.126 -3.017 -0.663 -0.479
C -0.382412 1.787664 -0.705380 -1.648 1.334 -0.911 -0.491
N 0.151813 -0.455868 -0.488682 -1.622 3.915 -0.213 -0.170
N -0.655505 0.474077 -0.206191 0.675 -2.355 -0.639 0.008
Br 3.060447 0.189811 0.141721 -0.540 -0.127 -0.309 -0.836
H 0.708051 -1.810778 0.884381 -1.429 -0.437 -0.824 0.296
H -1.051027 -2.157941 -0.012957 0.536 1.015 1.085 0.248
H 0.412839 -2.424901 -0.819767 0.102 0.777 1.103 0.237
H -1.279285 2.190169 -1.391502 1.690 -1.251 1.690 0.250
H -0.376043 2.444160 0.190914 0.142 -0.310 -0.599 0.263
H 0.512969 1.859288 -1.293549 0.655 0.074 -0.049 0.231
H 1.103893 -0.260700 -0.909402 0.315 0.382 0.327 0.443